Entry from OMol25: C27H27N8O3PRhS2 as an isolated structure (ωB97M-V/def2-TZVPD).

E_HOMO (spin up / spin down): -10.06 / -10.83 eV
orbital gap (spin up / spin down): 7.66 / 5.45 eV
ΔE to the lowest compared entry with this formula, charge and spin: 0.000 eV
expectation value of S²: 6.043
E: -2956.95851 hartree
lowest unoccupied orbital energy (spin up / spin down): -2.41 / -5.37 eV
total charge: +1
2S+1: 5

Each line ends with the Löwdin spin population.
Positions of all 69 atoms, in Å:
Rh1 0.1804 0.1686 0.8625  2.211
S1 -0.0710 0.6588 3.4768  0.318
C1 1.6018 0.4972 3.4203  0.029
S2 2.2816 -0.1903 2.0282  0.258
C2 2.4209 0.9229 4.5176  0.331
C3 3.8251 0.7105 4.5025  0.035
N1 4.9654 0.5371 4.4880  0.173
C4 1.8604 1.6274 5.6145  0.034
N2 1.4026 2.2321 6.4837  0.171
N3 0.4994 1.9576 -1.7987  0.010
P1 0.4270 0.2678 -1.5436  0.089
C5 0.0288 -0.2855 -3.2270  0.026
C6 -1.0683 -1.1062 -3.4655  0.002
C7 -1.3466 -1.5246 -4.7620  0.000
C8 -0.5384 -1.1211 -5.8126  -0.001
C9 0.5663 -0.3091 -5.5748  0.002
C10 0.8577 0.0997 -4.2847  0.005
C11 2.1858 -0.2087 -1.4023  0.018
C12 2.4752 -1.5728 -1.3203  0.013
C13 3.7798 -1.9948 -1.1301  0.000
C14 4.8020 -1.0583 -1.0090  0.014
C15 4.5181 0.2961 -1.0937  -0.001
C16 3.2109 0.7234 -1.2879  0.010
C17 0.4409 2.9001 -0.7958  0.008
C18 0.4813 4.2630 -1.1223  0.003
C19 0.4776 5.1913 -0.1128  0.000
C20 0.4293 4.7588 1.2125  0.004
C21 0.3724 3.4091 1.4475  0.007
N4 0.3725 2.4773 0.4726  0.072
H1 0.4960 2.3101 -2.7426  0.001
H2 -1.6878 -1.4291 -2.6389  0.001
H3 -2.1960 -2.1694 -4.9475  0.000
H4 -0.7598 -1.4475 -6.8208  0.000
H5 1.2079 -0.0101 -6.3936  0.000
H6 1.7489 0.6910 -4.0972  0.000
H7 1.6732 -2.3000 -1.4099  0.001
H8 4.0032 -3.0526 -1.0742  0.000
H9 5.8193 -1.3872 -0.8409  0.001
H10 5.3146 1.0233 -1.0024  0.000
H11 2.9929 1.7837 -1.3354  0.000
H12 0.5245 4.5627 -2.1613  0.001
H13 0.5159 6.2475 -0.3468  0.000
H14 0.4365 5.4546 2.0391  0.001
H15 0.3273 3.0316 2.4603  0.005
C22 -5.5712 0.8653 1.4716  0.001
N5 -4.3386 0.1801 1.1221  0.003
C23 -4.2394 -1.0460 0.3567  0.003
C24 -2.7277 -1.1669 0.1692  0.005
O1 -2.1865 -2.0457 -0.4637  0.004
N6 -2.1183 -0.1297 0.8474  0.066
C25 -3.1028 0.6249 1.3579  0.007
N7 -2.8713 1.7688 2.0071  0.001
H16 -6.3929 0.3916 0.9422  0.000
H17 -5.5301 1.9119 1.1661  0.000
H18 -5.7780 0.8071 2.5417  0.000
H19 -4.7564 -0.9872 -0.6017  0.000
H20 -4.6212 -1.9056 0.9103  0.000
H21 -1.9143 1.9658 2.2578  0.002
H22 -3.5936 2.1941 2.5625  0.000
N8 -0.6478 -4.8406 0.7226  0.001
C26 -0.0811 -4.5773 2.0425  0.003
C27 0.1448 -3.0838 2.2428  0.002
O2 0.3747 -2.5809 3.3021  0.010
O3 0.0816 -2.3856 1.0903  0.042
H23 -0.3085 -5.7036 0.3239  0.000
H24 -0.2475 -3.0258 0.4150  0.001
H25 -1.6579 -4.8869 0.7453  0.000
H26 0.9021 -5.0405 2.1161  0.000
H27 -0.6738 -4.9399 2.8806  0.000